# 1
Molecular formula: C36H70O15S2
Method: DFT, ωB97M-V/def2-TZVPD

Last column: Löwdin charge in e.
Positions of all 123 atoms, in Å:
H  5.498  1.220  0.711  0.13
C  -0.880  -4.796  1.523  -0.50
H  -5.822  0.444  1.115  0.07
C  -0.523  -0.368  -0.533  -0.20
H  2.106  4.337  -2.155  0.06
H  -1.717  0.727  -5.730  0.09
H  0.218  3.730  2.385  0.08
C  2.095  3.552  -2.908  -0.01
H  4.831  2.320  -4.712  0.08
H  0.796  -1.729  -5.972  0.08
C  3.802  -2.807  1.237  -0.50
H  -3.881  2.595  1.588  0.08
C  -4.466  3.170  0.875  -0.02
C  3.978  -1.829  2.366  0.00
O  0.322  -0.532  2.768  -0.34
O  0.828  1.086  -4.595  0.06
H  -1.977  -4.386  -2.320  0.09
H  3.374  3.124  -5.402  0.09
C  -5.181  -3.573  -1.633  -0.01
H  -0.164  4.229  -0.649  0.10
C  4.679  -4.032  1.169  -0.01
O  -2.015  -4.455  1.770  0.05
H  1.213  -4.221  1.476  0.07
C  -3.690  -3.474  -1.504  -0.50
H  3.545  -0.113  -0.082  0.06
H  -5.627  -3.893  -0.686  0.09
H  0.095  -2.992  2.103  0.07
H  5.656  -3.872  1.624  0.08
C  -4.863  -2.797  1.938  -0.01
C  3.880  0.284  -1.040  -0.03
H  -1.729  -1.356  0.987  0.10
C  -0.503  -6.232  1.263  -0.02
C  -1.206  -0.019  -5.115  -0.01
C  -1.401  -0.355  0.710  -0.22
S  -0.364  0.434  1.936  0.68
H  -1.568  -1.717  4.031  0.06
H  -3.811  4.255  -2.349  0.08
H  3.443  1.288  -1.062  0.08
O  -2.922  2.481  -0.805  0.06
H  4.668  -1.031  2.085  0.08
H  5.666  0.788  -2.169  0.14
H  1.589  2.666  -2.531  0.06
O  -3.160  -2.410  -1.273  0.05
H  -4.608  5.145  -1.026  0.08
H  -0.093  -6.277  0.249  0.09
C  -2.841  -4.699  -1.735  0.00
O  -0.563  -2.999  6.692  0.06
H  -2.258  0.303  0.563  0.07
C  -4.462  4.167  -1.483  -0.02
H  -4.333  0.028  1.990  0.08
H  3.233  1.577  -4.542  0.06
H  -5.558  -4.175  -2.455  0.08
O  -1.090  1.520  2.554  -0.33
C  -3.841  3.203  -0.497  -0.50
C  3.520  3.186  -3.257  -0.50
H  1.648  0.283  0.802  0.08
H  -1.549  0.038  -4.085  0.08
O  -6.953  -1.731  1.554  0.06
H  -1.830  -0.548  5.311  0.09
H  -1.556  6.015  1.335  0.12
H  0.748  -0.350  5.391  0.07
H  1.377  -1.881  4.872  0.08
H  0.276  7.104  0.365  0.11
H  -5.434  3.759  -1.767  0.09
H  3.379  -0.273  -1.837  0.10
O  2.187  6.313  2.095  -0.32
H  -5.554  -3.603  2.181  0.09
H  -1.502  -0.978  -5.547  0.08
H  4.789  -4.342  0.134  0.09
H  6.745  1.782  -0.424  0.13
C  0.285  0.207  -5.220  -0.49
C  -0.512  5.211  -0.317  -0.22
O  4.399  3.379  -2.451  0.06
H  4.295  -2.301  3.291  0.09
H  -2.486  -2.221  5.417  0.08
H  -2.511  -5.088  -0.772  0.07
O  2.216  4.246  0.682  -0.33
C  -1.124  5.037  1.096  -0.20
O  5.844  -1.079  -1.258  0.09
H  1.311  6.429  -0.892  0.11
C  0.871  -1.385  5.707  -0.03
H  4.188  -4.833  1.732  0.09
H  0.227  -1.158  -0.394  0.11
H  -4.498  -0.458  0.325  0.08
O  7.357  -2.273  -0.115  0.15
H  2.118  -0.524  -6.025  0.08
H  -1.949  4.329  1.093  0.09
H  1.551  3.926  -3.778  0.09
H  -0.090  5.357  2.975  0.10
C  -1.638  -1.605  5.112  -0.02
H  0.787  -0.478  -7.204  0.09
H  -1.066  -0.603  -1.444  0.11
H  -3.388  -5.460  -2.289  0.08
S  1.504  5.360  1.263  0.67
O  7.032  -0.101  0.343  0.06
H  -4.687  4.187  1.201  0.09
H  -1.280  5.556  -1.009  0.12
H  -4.204  -2.560  2.772  0.08
C  -5.062  -0.323  1.256  -0.02
H  0.940  0.992  -1.380  0.09
H  -1.356  -6.898  1.357  0.08
C  0.629  6.171  -0.088  -0.23
H  -5.443  2.681  0.797  0.08
C  1.051  -0.686  -6.166  -0.02
C  3.771  2.527  -4.584  -0.02
H  2.999  -1.353  2.499  0.07
C  5.353  0.273  -1.262  -0.29
C  6.157  0.926  -0.108  -0.07
H  -0.501  1.795  -0.709  0.10
O  2.916  -2.655  0.424  0.04
C  0.204  0.972  -0.577  -0.20
C  0.004  4.750  2.076  -0.20
H  1.205  2.014  1.187  0.08
H  -4.244  -3.075  1.088  0.05
C  6.807  -1.244  -0.334  -0.58
C  0.226  -3.784  1.363  -0.01
C  -0.452  -2.079  5.918  -0.49
C  0.886  1.059  0.779  -0.19
H  0.173  -3.314  0.379  0.09
C  -5.746  -1.621  1.589  -0.49
H  1.494  -1.464  6.594  0.08
H  -5.546  -2.550  -1.753  0.09
H  0.299  -6.516  1.945  0.09

* gap between HOMO and LUMO: 9.4 eV
* charge: 0
* HOMO energy: -0.3373 hartree
* structure (SMILES): C[C@H]1COC(=O)O1.O=S1(=O)CCCC1.O=S1(=O)CCCC1.CC(C)=O.CC(C)=O.CC(C)=O.CC(C)=O.CC(C)=O.CC(C)=O.CC(C)=O.CC(C)=O
* LUMO energy: 0.176 eV
* ΔE to the lowest compared entry with this formula, charge and spin: 0.0 kcal per mole

***

# 2
Molecular formula: C36H72F6N2O16
Method: DFT, ωB97M-V/def2-TZVPD

Last column: Löwdin charge in e.
Positions of all 132 atoms, in Å:
H  3.260  2.782  1.818  0.08
H  -0.006  -0.775  -16.019  0.11
H  -7.577  3.857  1.486  0.08
C  -4.500  -2.260  2.125  -0.08
H  -2.956  -2.658  -6.409  0.12
C  0.834  1.223  -1.979  -0.34
F  -0.663  2.344  -0.705  0.20
F  -5.362  1.726  -5.627  0.17
C  9.215  -1.689  12.710  -0.16
C  3.409  2.112  4.754  -0.17
H  2.345  -0.588  -3.291  0.13
H  10.470  -1.653  10.089  0.11
C  9.135  -2.909  11.809  -0.20
C  -14.651  0.557  6.720  -0.12
F  -1.513  0.916  -1.991  0.18
H  8.284  -3.479  12.181  0.13
O  7.824  -1.219  12.995  -0.19
F  -0.361  0.404  -0.157  0.22
H  -13.075  2.193  5.520  0.13
H  -9.962  0.487  2.797  0.12
H  9.869  -1.789  13.575  0.12
H  -3.421  -1.917  -4.799  0.12
C  -10.741  0.923  2.171  -0.20
H  1.790  3.590  2.426  0.09
O  -4.352  -1.315  -6.479  -0.04
C  9.474  -1.440  8.345  -0.21
H  2.625  -1.777  8.030  0.08
H  3.860  4.255  5.334  0.12
H  0.308  2.283  -10.245  0.08
C  0.384  2.712  -17.790  -0.11
C  1.959  0.245  6.623  -0.19
H  -7.636  2.867  0.089  0.08
O  -11.650  1.690  2.976  -0.13
C  2.863  3.695  2.261  -0.13
C  -0.976  0.831  -17.095  -0.18
C  -8.278  3.339  0.832  -0.09
H  2.791  4.390  1.424  0.08
H  3.107  -1.988  -1.381  0.07
C  10.206  -4.030  -0.594  -0.06
H  10.426  -1.255  7.847  0.13
H  8.392  -0.196  14.617  0.08
H  -4.116  -4.602  -5.740  0.08
H  -5.134  -3.745  -4.528  0.07
H  10.978  -3.741  0.119  0.08
C  2.290  0.014  5.100  -0.14
C  -3.828  -2.637  0.896  -0.28
C  -13.383  1.353  4.897  -0.17
H  1.751  1.421  -9.569  0.08
N  10.742  -3.220  -2.961  0.14
C  3.283  3.703  4.592  -0.17
O  -9.117  2.516  1.693  -0.21
C  8.266  -1.325  6.322  -0.11
C  -3.756  -2.416  -5.709  -0.17
C  -12.311  0.779  3.904  -0.15
H  7.567  -0.567  6.677  0.09
H  9.005  -0.496  8.622  0.13
H  -0.578  1.505  -12.252  0.11
C  0.173  -0.129  -13.495  -0.17
H  3.967  -0.722  -0.497  0.08
H  4.554  -1.192  -2.067  0.07
H  1.583  1.249  6.820  0.13
C  -0.105  0.307  -15.930  -0.16
C  -4.628  -3.673  -5.491  -0.06
H  -10.848  2.181  0.440  0.13
C  -0.464  1.163  -1.197  -0.64
H  -8.834  4.195  0.449  0.08
O  -0.548  0.547  -14.546  -0.15
H  -11.469  0.412  4.491  0.12
H  -3.827  -1.669  2.747  0.08
H  3.976  -1.678  6.946  0.08
O  3.051  0.153  7.534  -0.21
H  0.251  0.796  -9.396  0.07
O  2.392  1.237  4.338  -0.16
O  -13.642  0.290  5.797  -0.21
H  10.308  -3.169  9.278  0.13
O  -6.261  -1.218  -5.137  0.14
H  6.849  0.335  13.955  0.09
H  2.308  4.160  4.760  0.12
H  9.684  -0.875  12.157  0.11
H  3.368  0.788  -2.644  0.12
H  4.159  -1.102  8.666  0.09
H  -0.061  -1.190  -13.580  0.12
C  -0.205  0.491  -12.112  -0.12
C  0.831  1.332  -10.147  -0.15
O  1.078  0.615  -11.346  -0.20
H  9.287  -3.537  -0.278  0.08
H  3.266  -0.438  4.922  0.11
C  10.497  -3.549  -1.941  -0.32
H  -14.977  -0.289  7.324  0.09
H  -15.497  0.747  6.061  0.08
O  1.724  0.338  -1.543  0.00
C  7.859  0.021  13.692  -0.12
H  10.107  -5.108  -0.728  0.08
H  -11.288  0.086  1.737  0.12
O  -0.810  2.242  -17.174  -0.19
O  1.081  2.091  -2.837  0.13
C  -5.690  0.775  -6.510  -0.54
C  2.782  -0.103  -2.418  -0.15
C  3.643  -1.045  -1.486  -0.05
H  1.345  2.362  -17.412  0.08
H  -4.813  -3.080  2.771  0.08
H  -5.356  -1.592  2.032  0.08
C  -10.063  1.687  1.012  -0.18
O  8.704  -2.590  10.511  -0.13
H  -14.430  1.445  7.313  0.09
H  4.296  1.813  4.196  0.13
H  -5.464  -3.440  -6.152  0.07
H  0.372  3.800  -17.732  0.09
H  -9.368  1.066  0.447  0.12
H  3.580  2.085  5.830  0.11
H  0.919  0.635  -16.109  0.11
F  -6.956  0.916  -6.809  0.18
H  1.123  -0.380  6.936  0.11
H  -12.740  -0.099  3.419  0.12
O  3.641  4.195  3.322  -0.19
C  3.508  -1.182  7.796  -0.09
H  1.575  -0.701  4.693  0.12
H  -14.267  1.571  4.297  0.12
H  10.054  -3.491  11.742  0.13
H  -0.922  -0.009  -11.460  0.12
F  -4.992  0.970  -7.662  0.14
O  8.592  -2.099  7.453  -0.19
H  -0.765  0.363  -18.057  0.12
H  7.732  -1.976  5.630  0.09
H  8.452  0.750  13.141  0.08
H  0.426  2.486  -18.855  0.08
C  9.747  -2.281  9.568  -0.18
N  -3.273  -3.043  -0.019  0.13
H  1.261  -0.076  -13.505  0.12
H  -2.034  0.630  -16.922  0.12
H  9.162  -0.940  5.836  0.09
C  -5.480  -0.692  -5.924  -0.28

* gap between HOMO and LUMO: 9.8 eV
* charge: 0
* HOMO energy: -0.3511 hartree
* structure (SMILES): CCOC(=O)C(F)(F)F.CCOC(=O)C(F)(F)F.COCCOCCOC.COCCOCCOC.COCCOCCOC.COCCOCCOC.CC#N.CC#N
* LUMO energy: 0.271 eV

***

# 3
Molecular formula: C36H72N2O2PSi
Method: DFT, ωB97M-V/def2-TZVPD

Last column: Löwdin charge in e.
Positions of all 114 atoms, in Å:
H  -2.296  6.263  5.319  0.10
H  0.679  -7.237  -2.013  0.12
H  1.933  2.224  -0.118  0.10
C  0.909  4.979  0.687  -0.25
C  0.363  3.597  0.279  -0.21
H  -2.403  4.052  2.474  0.05
C  -0.655  -6.957  -3.659  -0.25
P  1.005  -3.720  -3.374  1.02
H  2.378  1.240  2.899  0.10
H  -0.302  -5.837  -6.714  0.11
H  4.432  -3.167  -7.277  0.08
H  -4.205  1.249  3.288  0.11
C  -1.543  4.174  3.126  -0.16
H  1.028  -4.864  -6.147  0.07
H  -1.809  4.029  4.171  0.02
N  0.528  0.885  5.705  -0.09
H  -2.002  -5.436  -2.839  0.06
H  0.103  -2.169  -1.810  0.10
H  1.631  4.888  1.500  0.08
H  1.441  5.380  -0.171  0.10
H  1.898  2.742  1.536  0.09
H  -0.577  1.301  2.878  0.07
H  -1.607  -4.851  -5.141  0.08
Si  -0.706  5.855  2.911  0.60
H  -4.821  9.584  4.409  0.10
C  -0.178  5.997  1.110  -0.26
H  4.361  -2.840  -4.787  0.12
C  1.488  0.883  3.409  -0.16
H  -2.953  2.178  5.025  0.10
H  2.943  -2.998  -8.200  0.08
H  -0.181  -4.913  -1.691  0.09
C  2.144  -3.020  0.003  -0.25
H  2.100  0.361  7.007  0.09
H  -3.765  9.797  2.179  0.10
H  0.588  6.613  4.872  0.03
C  3.346  -3.252  -7.221  -0.10
C  2.212  -2.147  -1.254  -0.22
H  1.535  2.027  7.211  0.09
H  1.015  0.290  0.497  0.07
C  -2.612  7.030  4.623  -0.10
C  0.800  -3.000  0.725  -0.08
H  -2.804  -6.743  -3.689  0.08
H  1.701  6.054  3.577  0.03
C  -0.347  -3.246  -4.472  -0.25
H  0.585  -2.004  1.114  0.06
C  0.682  -5.140  -2.320  -0.26
H  0.241  6.993  0.953  0.08
C  -3.440  9.026  2.860  -0.09
C  0.022  -4.805  -6.566  -0.25
C  2.791  -2.319  -6.148  -0.25
C  -3.489  0.548  3.712  -0.24
H  -1.617  -3.463  -6.161  0.12
H  0.853  4.912  4.587  0.02
H  -0.794  3.421  2.888  0.00
H  -4.071  7.811  5.981  0.10
H  0.285  -3.067  -7.859  0.07
H  1.698  -2.318  -6.188  0.08
H  -0.466  1.195  0.526  0.11
H  2.656  -4.756  -4.796  0.09
C  -4.034  8.905  4.114  -0.09
H  2.912  -2.661  0.689  0.12
H  -1.019  5.891  0.425  0.08
H  -0.888  -4.246  -8.447  0.08
C  -2.434  8.136  2.482  -0.09
C  -0.811  1.339  5.884  -0.58
C  3.284  -2.668  -4.743  -0.22
C  1.226  1.005  6.994  -0.06
C  0.761  5.876  4.093  -0.14
C  -1.970  -6.512  -3.027  -0.10
H  2.083  2.154  5.079  0.12
H  -2.147  -7.025  -2.080  0.09
H  2.430  -4.050  -0.224  0.09
C  1.262  2.422  0.717  -0.19
H  0.817  -3.689  1.569  0.09
H  -0.058  -2.277  -4.888  0.10
H  0.521  2.537  4.418  0.09
H  0.833  -4.590  -8.566  0.08
H  2.215  -1.103  -0.933  0.10
H  -0.665  -8.043  -3.763  0.12
O  -1.120  2.302  6.514  0.13
N  -4.066  -0.793  3.898  0.01
O  -1.673  0.543  5.271  0.04
C  1.189  1.710  4.651  -0.16
C  -3.617  7.916  5.008  -0.08
H  3.177  -2.311  -1.743  0.10
H  0.579  0.686  7.803  0.09
H  -0.036  -0.289  2.498  0.09
H  -0.668  3.465  0.595  0.09
H  1.482  -6.774  -3.491  0.11
C  0.511  1.111  1.005  -0.20
C  0.069  -4.134  -7.938  -0.10
C  1.081  -2.275  -2.285  -0.27
H  0.349  3.607  -0.809  0.11
H  -3.813  -1.412  3.143  0.06
H  -1.979  8.226  1.506  0.09
C  -2.013  7.127  3.357  -0.25
H  3.268  -4.224  -3.267  0.11
H  -0.029  -3.301  0.082  0.06
H  -1.165  -3.006  -3.782  0.11
C  -2.979  1.095  5.040  -0.15
H  -2.620  0.478  3.064  0.09
C  0.602  -6.572  -2.875  -0.21
H  1.723  -0.111  3.781  0.11
H  3.104  -1.299  -6.379  0.12
H  1.538  -5.145  -1.639  0.08
H  3.144  -1.807  -4.085  0.10
H  -5.072  -0.722  3.936  0.06
H  -3.653  0.752  5.818  0.13
C  2.638  -3.909  -4.107  -0.26
C  -0.947  -4.111  -5.594  -0.21
H  -0.579  -6.574  -4.678  0.07
H  3.101  -4.298  -7.024  0.06
C  0.269  0.758  2.472  -0.20
H  1.157  -1.420  -2.964  0.10

* gap between HOMO and LUMO: 8.2 eV
* charge: +1
* HOMO energy: -0.3779 hartree
* LUMO energy: -2.121 eV

***

no.,total energy (eV)
1,-90850.2801
2,-90532.2329
3,-62737.3414